[1]
ORCA calculation (ωB97M-V with the def2-TZVPD basis set) on a molecular structure, C34H35FKN12O2SSi in a non-equilibrium geometry.

Positions of all 87 atoms, in Å:
K 0.545295 -0.063325 -1.327334
C -3.363389 -1.563168 -4.088688
Si -3.382077 -0.549023 -2.495864
C -5.124374 0.171572 -2.317575
C -3.177859 -1.793932 -1.102051
N -2.159769 0.608104 -2.351406
C -1.995492 1.682690 -3.150642
C -2.731874 2.014755 -4.319924
C -2.472901 3.141613 -5.088222
C -1.460791 4.030534 -4.755464
C -0.708719 3.760414 -3.610573
C -0.994409 2.647007 -2.867309
F -0.246624 2.425786 -1.738684
H -4.124237 -2.350333 -4.057531
H -2.389213 -2.042575 -4.219813
H -3.551019 -0.948570 -4.972468
H -5.889154 -0.609128 -2.387616
H -5.331089 0.918974 -3.088016
H -5.233092 0.664879 -1.346394
H -3.999549 -2.516835 -1.082408
H -3.145107 -1.296924 -0.126213
H -2.246926 -2.354703 -1.227585
H -3.527840 1.347290 -4.630416
H -3.078094 3.320434 -5.971312
H -1.252533 4.903457 -5.360426
H 0.099501 4.405845 -3.287200
S 0.157914 5.829918 5.321553
N -0.927382 4.982871 4.476654
C -0.245876 4.237634 3.626087
C -0.815047 3.322282 2.652654
C -2.190147 3.175504 2.467705
C -2.634416 2.320422 1.487038
C -1.693845 1.611150 0.735146
N -0.386764 1.715850 0.930644
C 0.055589 2.574151 1.851209
C 1.530257 2.756674 1.957738
N 2.304264 2.045063 1.128481
C 3.609268 2.256128 1.154656
C 4.235492 3.157768 2.015657
C 3.451622 3.872493 2.891362
C 2.071521 3.676939 2.864075
C 1.163319 4.410622 3.729898
N 1.523318 5.279404 4.655782
H -2.874266 3.748450 3.080480
H -3.688348 2.194321 1.278503
H -2.008455 0.975975 -0.092786
H 4.194542 1.672494 0.448483
H 5.309613 3.279723 1.987167
H 3.874861 4.583751 3.588904
C -0.674162 -1.591340 2.152775
N 0.132704 -1.875073 0.965392
C -0.174834 -2.947472 0.330979
C 0.485865 -3.430894 -0.848408
C 0.150238 -4.602470 -1.541378
C 1.015693 -4.659794 -2.636661
C 1.816412 -3.512377 -2.538398
N 1.510117 -2.759921 -1.465759
C -0.199127 -2.361836 3.362079
C -1.030182 -3.262325 4.015812
C -0.580146 -3.976473 5.121542
C 0.713472 -3.796511 5.582535
C 1.555692 -2.901761 4.930146
C 1.103862 -2.191580 3.830507
H -1.735792 -1.805251 1.974384
H -0.596636 -0.521776 2.362062
H -1.021303 -3.562996 0.666400
H -0.631769 -5.299379 -1.273343
H 1.052883 -5.411529 -3.411199
H 2.581591 -3.196132 -3.239430
H -2.042112 -3.405943 3.652428
H -1.243812 -4.674847 5.617451
H 1.068488 -4.352904 6.441663
H 2.571634 -2.760253 5.279293
H 1.773020 -1.515262 3.310711
N 3.072823 -1.276174 1.022602
N 4.070847 -1.538452 0.067173
C 3.996983 -1.146893 -1.219455
N 4.801703 -1.780943 -2.091710
N 3.174600 -0.128782 -1.447954
N 2.998065 0.262270 -2.742367
O 2.025037 0.982043 -2.913551
O 3.755895 -0.079866 -3.659101
H 2.187341 -1.687332 0.705588
H 2.923241 -0.274862 1.048485
H 4.623952 -2.348561 0.276459
H 4.981955 -2.752169 -1.903460
H 4.710054 -1.488562 -3.050277

Forces on the atoms, in the same order (eV/Å):
-1.4 -0.4 0.9
0.0 0.0 -0.1
0.0 0.0 0.0
-0.1 0.0 0.0
0.0 0.0 0.1
0.1 0.0 0.0
0.0 0.1 -0.1
0.0 0.0 0.0
0.0 0.0 0.0
0.0 0.0 0.0
-0.1 0.0 0.0
0.0 -0.1 0.2
0.0 0.3 -0.2
0.0 0.0 0.0
0.0 0.0 0.0
0.0 0.0 0.0
0.0 0.0 0.0
0.0 0.0 0.0
0.0 0.0 0.0
0.0 0.0 0.0
0.0 0.0 0.0
0.0 0.0 0.0
0.0 0.0 0.0
0.0 0.0 0.0
0.0 0.0 0.0
0.0 0.0 0.0
0.0 0.1 0.2
0.0 0.0 0.0
0.0 -0.1 -0.1
0.0 0.1 0.1
0.0 0.0 0.0
0.0 0.0 0.0
0.1 0.0 0.0
-0.1 0.0 0.0
0.2 -0.1 0.0
-0.1 -0.1 -0.1
0.1 0.0 0.0
0.0 -0.1 0.0
0.0 0.0 0.0
0.0 0.0 0.0
0.0 0.1 0.1
0.1 -0.1 -0.1
0.0 0.0 0.0
0.0 0.0 0.0
0.0 0.0 0.0
0.0 0.0 0.0
0.0 0.0 0.0
0.0 0.0 0.0
0.0 0.0 0.0
0.0 0.1 0.0
-0.1 -0.1 0.0
0.0 0.0 -0.1
-0.1 0.1 0.1
0.0 0.0 -0.1
0.0 0.0 0.1
0.0 0.0 0.0
0.1 -0.1 -0.1
0.0 0.0 0.0
0.0 0.0 0.0
0.0 0.0 0.0
0.0 0.0 0.0
0.0 0.0 0.0
0.0 0.0 0.0
0.0 -0.1 0.0
0.0 0.0 0.0
0.0 0.0 0.0
0.0 0.0 0.0
0.0 0.0 0.0
0.0 0.0 0.0
0.0 0.0 0.0
0.0 0.0 0.0
0.0 0.0 0.0
0.0 0.0 0.0
0.0 0.0 0.0
0.1 -0.1 -0.1
-0.1 0.1 0.0
-0.1 -0.2 0.2
0.1 -0.2 0.2
0.6 0.3 -0.4
0.1 -0.1 0.1
0.9 0.3 -0.8
-0.3 0.3 0.0
0.0 0.1 0.0
0.0 0.1 0.0
0.1 -0.1 0.0
0.0 0.0 0.0
0.0 0.1 -0.1

* gap between HOMO and LUMO: 0.1864 Ha
* ΔE to the lowest compared entry with this formula, charge and spin: 59.21 kJ/mol
* net charge: -1
* HOMO level: -3.738 eV
* electronic energy: -95559.578 eV

Mulliken population analysis, charges in e, atoms 1 to 5: 1.06, -1.16, -0.01, -1.17, -0.53

[2]
ORCA calculation (ωB97M-V with the def2-TZVPD basis set) on a molecular structure, C34H35N12O2S4Tl in a non-equilibrium geometry.

Positions of all 88 atoms, in Å:
Tl 0.358381 1.380891 -0.938652
N -3.490758 1.732340 2.330068
C -2.885593 1.795247 1.079215
S -1.845023 3.094881 0.786546
N -3.249939 0.811465 0.262316
N -2.577494 0.793794 -0.897512
C -3.038698 0.136179 -1.906197
C -4.321114 -0.612396 -1.904485
C -5.272866 -0.406511 -2.907520
C -6.467946 -1.106464 -2.910802
C -6.751292 -2.017819 -1.902072
C -5.833815 -2.200635 -0.877931
C -4.634601 -1.505483 -0.879092
C -2.266788 0.251436 -3.162331
C -2.506266 -0.587230 -4.259679
C -1.839402 -0.352762 -5.448814
C -0.946013 0.705656 -5.525860
C -0.697568 1.429795 -4.368278
N -1.327133 1.208788 -3.222706
H -3.466612 2.614183 2.813115
H -4.387457 1.266464 2.344222
H -5.069226 0.311730 -3.691062
H -7.188885 -0.939802 -3.702757
H -7.677254 -2.580203 -1.914696
H -6.055399 -2.895053 -0.075478
H -3.918462 -1.657988 -0.083913
H -3.189964 -1.419265 -4.166930
H -2.012734 -0.992728 -6.306740
H -0.427257 0.940127 -6.445292
H 0.046966 2.216246 -4.350705
S 1.602657 4.033899 -0.698962
C 2.944484 4.171619 -1.779212
C 3.733094 5.324845 -1.660879
C 4.814378 5.600676 -2.490928
C 5.574604 6.784787 -2.313576
N 6.187231 7.750188 -2.159013
C 5.137599 4.678096 -3.511499
C 4.380918 3.516195 -3.624509
C 3.298482 3.217217 -2.786861
S 2.479241 1.719319 -3.057309
C 6.200365 4.934055 -4.414479
N 7.051828 5.134315 -5.167229
H 3.475875 6.035595 -0.886808
H 4.634810 2.803570 -4.397956
N 0.818821 1.305392 2.229774
C 2.140718 1.391852 2.822979
C 2.253076 0.441640 4.036975
C 2.022676 -1.071452 3.787036
C 3.305603 -1.952827 3.761145
N 4.161725 -1.944080 2.579719
C 3.915537 -2.560315 1.421314
N 4.410597 -2.049054 0.310773
N 3.344152 -3.791850 1.398158
C 3.184700 1.007690 1.770244
O 4.366374 0.833427 2.178482
O 2.759638 0.765895 0.612614
H 0.761685 1.994631 1.486102
H 0.100251 1.566114 2.898044
H 2.396051 2.399457 3.183560
H 1.506135 0.794812 4.755207
H 3.243404 0.577431 4.475269
H 1.449666 -1.195552 2.864920
H 1.420528 -1.467820 4.610443
H 3.009253 -2.986459 3.971379
H 3.950294 -1.621952 4.577537
H 4.618621 -1.013298 2.451817
H 4.309610 -0.989427 0.236623
H 4.160483 -2.516958 -0.547076
H 2.894051 -4.121832 2.231935
H 2.898463 -4.045985 0.523648
N -1.330400 -3.564961 -0.120330
C -0.641243 -2.374087 -0.121911
S 0.362919 -2.008673 -1.402715
N -0.744041 -1.610855 0.983113
C -1.481055 -2.054083 2.116884
C -2.728221 -1.525463 2.429777
C -3.451930 -2.048229 3.489884
C -2.941096 -3.086955 4.256432
C -1.683393 -3.596216 3.960186
C -0.959329 -3.084296 2.898791
H -1.378402 -3.970453 -1.041278
H -2.200252 -3.571310 0.397992
H -0.487545 -0.624230 0.881833
H -3.114836 -0.722915 1.812542
H -4.434421 -1.651942 3.714975
H -3.520771 -3.499866 5.072290
H -1.266166 -4.399142 4.555921
H 0.022712 -3.475063 2.670232

Forces on the atoms, in the same order (eV/Å):
0.6 0.3 -0.2
-0.2 -0.2 0.1
0.2 0.4 -0.2
0.0 0.1 0.1
-0.5 -0.5 0.3
-0.1 0.3 -0.3
0.0 0.1 0.3
-0.2 0.0 0.1
0.1 0.0 0.1
-0.1 -0.1 0.0
0.0 0.0 0.0
0.0 -0.1 0.0
0.1 -0.1 -0.1
0.3 0.0 -0.3
0.1 0.0 0.2
0.1 0.1 0.0
-0.1 -0.2 0.0
0.0 0.0 -0.1
-0.5 0.0 -0.1
0.0 0.0 0.0
0.0 0.0 -0.1
0.0 0.0 0.0
0.0 0.0 0.0
0.0 0.0 0.0
0.0 0.0 0.0
0.0 0.0 0.0
-0.1 0.0 0.0
0.0 0.0 0.0
0.1 0.0 0.0
0.1 0.0 0.0
-0.3 -0.2 0.1
0.0 0.0 0.1
0.2 0.1 -0.2
-0.3 -0.5 -0.2
0.2 0.4 0.1
0.0 0.0 0.0
-0.4 0.0 0.5
0.1 0.2 0.0
0.1 0.0 0.0
-0.2 -0.2 0.0
0.3 0.0 -0.3
0.0 0.0 0.0
0.0 0.0 0.0
0.0 0.0 0.0
-0.3 0.0 0.4
0.2 -0.4 0.2
-0.1 0.0 -0.2
0.5 0.3 -0.4
-0.5 -0.1 0.3
-0.1 1.0 -0.6
0.1 -0.3 1.4
-0.4 1.9 -0.9
-0.2 0.3 -0.5
-0.5 -0.8 -1.2
0.5 -0.3 0.3
0.8 -0.2 0.8
-0.1 -0.1 0.1
0.0 0.2 0.0
0.0 -0.1 0.0
0.1 -0.1 0.1
0.0 0.1 0.1
-0.1 -0.1 -0.1
0.0 -0.1 -0.1
0.1 0.0 0.1
0.0 -0.2 0.1
-0.4 0.0 -0.1
0.2 -1.1 0.2
0.0 0.0 -0.1
0.0 0.0 0.1
-0.1 0.0 0.3
-0.3 0.2 0.2
0.6 -0.3 -0.3
0.1 -0.2 -0.1
-0.3 0.1 0.0
-0.1 -0.1 0.2
0.2 0.0 -0.2
-0.1 -0.1 0.2
0.0 0.1 -0.1
0.0 -0.1 0.1
0.0 0.1 0.0
0.0 0.0 0.0
0.0 -0.1 0.0
0.2 -0.1 0.2
0.0 0.0 0.0
0.0 0.1 0.0
0.0 0.0 0.0
0.0 0.0 0.0
0.0 0.0 -0.1

* gap between HOMO and LUMO: 0.1527 Ha
* ΔE to the lowest compared entry with this formula, charge and spin: 221.22 kJ/mol
* net charge: -2
* HOMO level: -0.939 eV
* electronic energy: -105840.617 eV

Mulliken population analysis, charges in e, atoms 1 to 5: 0.39, -0.37, 0.08, -0.33, -1.04

Number 1: lowest unoccupied orbital energy 1.334 eV. Number 2: lowest unoccupied orbital energy 3.215 eV.